C5H23N3O4 | ωB97M-V with the def2-TZVPD basis set

Each atom is followed by the atoms it is bonded to, with distances in Å.
Positions of all 35 atoms, in Å:
1 C 1.996 0.443 -0.569  N2 1.461, C4 1.546, H9 1.097, H10 1.091
2 N 1.907 0.869 0.826  C1 1.461, C3 1.429, H11 1.008
3 C 1.474 2.198 1.123  N2 1.429, H12 1.107, H13 1.093, H14 1.101
4 C 0.640 0.167 -1.258  C1 1.546, C5 1.532, N8 1.470, H15 1.090
5 C -0.048 1.409 -1.833  C4 1.532, C6 1.535, H16 1.100, H17 1.095
6 C -1.254 1.061 -2.718  C5 1.535, N7 1.446, H18 1.094, H19 1.097
7 N -2.380 0.419 -2.077  C6 1.446, H20 1.020, H21 1.010
8 N 0.911 -0.890 -2.242  C4 1.470, H22 1.010, H23 1.011
9 H 2.655 1.127 -1.118  C1 1.097
10 H 2.591 -0.471 -0.543  C1 1.091
11 H 1.483 0.172 1.418  N2 1.008
12 H 2.259 2.947 1.344  C3 1.107
13 H 0.774 2.705 0.454  C3 1.093
14 H 1.018 2.221 2.124  C3 1.101
15 H -0.067 -0.263 -0.549  C4 1.090
16 H 0.608 2.083 -2.402  C5 1.100
17 H -0.390 2.096 -1.052  C5 1.095
18 H -0.943 0.437 -3.561  C6 1.094
19 H -1.591 1.989 -3.196  C6 1.097
20 H -2.151 -0.379 -1.484  N7 1.020
21 H -2.939 1.038 -1.506  N7 1.010
22 H 1.499 -0.572 -2.999  N8 1.010
23 H 0.105 -1.382 -2.603  N8 1.011
24 H 0.121 -2.593 -0.132  O26 0.954
25 H -0.521 -1.887 1.097  O26 0.977
26 O 0.273 -2.360 0.780  H24 0.954, H25 0.977
27 H -3.090 -2.677 -0.504  O29 0.979
28 H -2.966 -1.708 0.738  O29 0.979
29 O -2.455 -2.165 0.039  H27 0.979, H28 0.979
30 H -0.276 0.622 2.982  O32 0.969
31 H -1.473 0.102 3.695  O32 0.966
32 O -1.142 0.918 3.300  H30 0.969, H31 0.966
33 H 1.321 -1.730 2.460  O35 0.961
34 H 1.456 -0.772 3.796  O35 0.978
35 O 0.908 -1.097 3.054  H33 0.961, H34 0.978

Calculated values
- net charge = -1
- HOMO level (alpha / beta) (eV) = 0.4 / -5.5
- orbital gap (alpha / beta) (eV) = 2.72 / 8.61
- energy above the lowest of the compared OMol25 structures with the same formula, charge and spin (eV) = 0.000
- spin multiplicity = 2

natural (NBO) population analysis, charges in e, atoms 1 to 6: -0.2111 -0.6645 -0.4173 -0.1003 -0.4319 -0.2148

C5H23NO5 | ωB97M-V with the def2-TZVPD basis set

Each atom is followed by the atoms it is bonded to, with distances in Å.
Positions of all 34 atoms, in Å:
1 C -2.811 -0.189 1.660  N2 1.541, H7 1.147, H8 1.064, H9 1.163
2 N -1.693 0.163 0.659  C1 1.541, C5 1.537, H10 0.944
3 C -1.374 0.561 -3.111  C4 1.527, H11 1.053, H12 1.097, H13 1.051
4 C -0.975 0.765 -1.652  C3 1.527, C5 1.705, H14 1.138, H15 1.092
5 C -2.020 -0.263 -0.781  N2 1.537, C4 1.705, C6 1.443, H16 1.058
6 C -1.909 -1.638 -1.205  C5 1.443, H17 1.161, H18 1.139, H19 1.176
7 H -3.724 -0.700 1.190  C1 1.147
8 H -3.261 0.748 1.887  C1 1.064
9 H -2.212 -0.767 2.471  C1 1.163
10 H -0.846 -0.014 1.035  N2 0.944
11 H -1.509 -0.468 -3.288  C3 1.053
12 H -0.522 0.946 -3.685  C3 1.097
13 H -2.219 1.161 -3.285  C3 1.051
14 H 0.045 0.331 -1.393  C4 1.138
15 H -1.108 1.725 -1.149  C4 1.092
16 H -3.037 0.028 -0.777  C5 1.058
17 H -0.856 -1.823 -1.659  C6 1.161
18 H -1.685 -2.585 -0.614  C6 1.139
19 H -2.761 -1.747 -2.008  C6 1.176
20 H 0.018 2.974 0.596  O22 1.021
21 H 1.078 3.793 -0.275  O22 0.938
22 O 0.308 3.890 0.252  H20 1.021, H21 0.938
23 H 3.432 0.704 -1.646  O25 0.848
24 H 3.829 0.155 -0.329  O25 0.985
25 O 3.136 0.205 -1.027  H23 0.848, H24 0.985
26 H 2.633 0.840 1.608  O28 0.979
27 H 2.768 1.957 0.646  O28 0.960
28 O 2.607 1.818 1.582  H26 0.979, H27 0.960
29 H 2.326 -0.739 1.027  O31 0.939
30 H 2.797 -2.081 1.705  O31 0.955
31 O 3.032 -1.191 1.451  H29 0.939, H30 0.955
32 H -0.034 -3.645 0.763  O34 0.952
33 H -0.049 -3.071 1.975  O34 1.004
34 O -0.173 -4.007 1.633  H32 0.952, H33 1.004

Calculated values
- net charge = +1
- HOMO level (alpha / beta) (eV) = -14.2 / -14.2
- orbital gap (alpha / beta) (eV) = 10.48 / 6.24
- energy above the lowest of the compared OMol25 structures with the same formula, charge and spin (eV) = 4.883
- spin multiplicity = 2

natural (NBO) population analysis, charges in e, atoms 1 to 6: -0.4735 -0.0862 -0.6208 -0.3440 -0.0779 -0.7115

C5H23NO7 | ωB97M-V with the def2-TZVPD basis set

Each atom is followed by the atoms it is bonded to, with distances in Å.
Positions of all 36 atoms, in Å:
1 C -0.541 -0.685 4.014  C2 1.576, H8 1.106, H9 1.131, H10 1.081
2 C 0.442 -1.114 2.860  C1 1.576, C3 1.546, H11 1.064, H12 1.089
3 C 0.897 0.143 2.083  C2 1.546, N4 1.489, H13 1.091, H14 1.121
4 N 1.339 -0.018 0.671  C3 1.489, C5 1.387, H15 1.010
5 C 1.147 1.000 -0.251  N4 1.387, C6 1.541, O7 1.218
6 C 1.294 2.443 0.267  C5 1.541, H16 1.076, H17 1.107, H18 1.114
7 O 0.812 0.829 -1.410  C5 1.218
8 H -1.449 -1.312 3.943  C1 1.106
9 H 0.118 -0.539 4.922  C1 1.131
10 H -0.840 0.335 3.813  C1 1.081
11 H 1.273 -1.567 3.347  C2 1.064
12 H 0.073 -1.765 2.068  C2 1.089
13 H 0.220 0.998 2.077  C3 1.091
14 H 1.888 0.455 2.503  C3 1.121
15 H 1.486 -0.976 0.387  N4 1.010
16 H 0.811 3.199 -0.329  C6 1.076
17 H 2.348 2.768 0.177  C6 1.107
18 H 1.112 2.569 1.359  C6 1.114
19 O -1.855 -1.949 -2.263  H20 0.974, H21 0.981
20 H -1.338 -1.279 -1.780  O19 0.974
21 H -2.317 -1.277 -2.809  O19 0.981
22 O -0.592 0.766 -3.838  H23 0.963, H24 0.955
23 H -0.416 -0.085 -3.423  O22 0.963
24 H 0.152 1.181 -4.271  O22 0.955
25 O -1.586 -2.801 0.190  H26 0.976, H27 0.965
26 H -2.490 -2.487 -0.004  O25 0.976
27 H -1.498 -3.434 -0.533  O25 0.965
28 O -1.119 2.686 -1.479  H29 0.973, H30 0.958
29 H -0.346 2.095 -1.516  O28 0.973
30 H -1.622 2.692 -2.295  O28 0.958
31 O 2.280 -2.972 -0.634  H32 0.961, H33 0.959
32 H 1.324 -2.915 -0.548  O31 0.961
33 H 2.645 -3.706 -0.135  O31 0.959
34 O -1.358 2.282 1.158  H35 0.967, H36 0.969
35 H -1.319 3.069 0.597  O34 0.967
36 H -1.477 1.666 0.419  O34 0.969

Calculated values
- net charge = 0
- HOMO level (eV) = -9.3
- orbital gap (eV) = 9.68
- energy above the lowest of the compared OMol25 structures with the same formula, charge and spin (eV) = 1.967
- SMILES = CCCNC(C)=O.O.O.O.O.O.O

natural (NBO) population analysis, charges in e, atoms 1 to 6: -0.6227 -0.4185 -0.2334 -0.6390 0.7138 -0.7421

C5H23NO8 | ωB97M-V with the def2-TZVPD basis set

Each atom is followed by the atoms it is bonded to, with distances in Å.
Positions of all 37 atoms, in Å:
1 C 0.094 -3.411 -0.482  O2 1.344, C3 1.618, H9 1.115, H10 1.116
2 O 1.343 -3.632 -0.040  C1 1.344
3 C -0.074 -2.115 -1.436  C1 1.618, C4 1.541, N8 1.462, H11 1.101
4 C -0.182 -0.837 -0.582  C3 1.541, C5 1.531, H12 1.104, H13 1.092
5 C -1.620 -0.366 -0.346  C4 1.531, C6 1.506, H14 1.096, H15 1.089
6 C -1.571 0.948 0.389  C5 1.506, O7 1.415, H16 1.101, H17 1.105
7 O -0.922 1.915 -0.415  C6 1.415, H27 1.125
8 N 1.090 -1.999 -2.312  C3 1.462, H18 1.016, H19 1.012
9 H -0.219 -4.250 -1.147  C1 1.115
10 H -0.581 -3.192 0.379  C1 1.116
11 H -0.978 -2.179 -2.061  C3 1.101
12 H 0.250 -1.089 0.403  C4 1.104
13 H 0.537 -0.077 -0.894  C4 1.092
14 H -2.108 -0.276 -1.323  C5 1.096
15 H -2.093 -1.130 0.268  C5 1.089
16 H -1.047 0.807 1.347  C6 1.101
17 H -2.513 1.414 0.731  C6 1.105
18 H 1.415 -2.942 -2.503  N8 1.016
19 H 1.852 -1.538 -1.832  N8 1.012
20 H 0.123 -1.512 3.352  O22 0.963
21 H 1.446 -1.979 3.897  O22 0.961
22 O 0.518 -1.905 4.137  H20 0.963, H21 0.961
23 H -1.593 2.715 -3.078  O25 0.966
24 H -1.565 2.940 -1.539  O25 1.005
25 O -2.093 3.141 -2.370  H23 0.966, H24 1.005
26 H 1.824 2.382 0.505  O28 0.966
27 H 0.086 2.091 0.054  O7 1.125
28 O 1.099 1.896 0.920  H26 0.966
29 H 0.400 2.925 1.998  O31 1.016
30 H -0.453 3.215 3.165  O31 0.968
31 O -0.035 3.722 2.453  H29 1.016, H30 0.968
32 H 2.468 -0.513 1.916  O34 0.957
33 H 1.856 0.986 2.110  O34 0.994
34 O 2.344 0.221 2.517  H32 0.957, H33 0.994
35 H 0.243 1.595 -2.093  O37 0.977
36 H 0.528 0.569 -3.032  O37 0.975
37 O 0.133 1.460 -3.055  H35 0.977, H36 0.975

Calculated values
- net charge = -2
- HOMO level (eV) = -0.5
- orbital gap (eV) = 6.18
- energy above the lowest of the compared OMol25 structures with the same formula, charge and spin (eV) = 0.127

natural (NBO) population analysis, charges in e, atoms 1 to 6: -0.0261 -0.9716 -0.0848 -0.4115 -0.4268 -0.0478

C5H24N2O6 | ωB97M-V with the def2-TZVPD basis set

Each atom is followed by the atoms it is bonded to, with distances in Å.
Positions of all 37 atoms, in Å:
1 C 1.668 2.024 1.143  O2 1.427, C3 1.531, H9 1.084, H10 1.089
2 O 2.937 1.450 1.453  C1 1.427, H11 0.963
3 C 1.089 1.210 -0.017  C1 1.531, C4 1.510, N8 1.486, H12 1.091
4 C -0.418 1.288 0.001  C3 1.510, C5 1.555, H13 1.090, H14 1.089
5 C -1.022 0.753 -1.329  C4 1.555, N7 1.470, H15 1.084, H16 1.102
6 C -2.738 -0.964 -1.455  N7 1.269, H17 1.081, H18 1.068
7 N -2.340 0.168 -1.042  C5 1.470, C6 1.269, H19 1.011
8 N 1.544 -0.196 0.147  C3 1.486, H20 1.027, H21 1.025, H22 1.041
9 H 1.798 3.065 0.870  C1 1.084
10 H 1.077 2.017 2.058  C1 1.089
11 H 3.487 2.078 1.934  O2 0.963
12 H 1.625 1.622 -0.874  C3 1.091
13 H -0.725 2.310 0.227  C4 1.090
14 H -0.917 0.949 0.906  C4 1.089
15 H -0.350 -0.016 -1.691  C5 1.084
16 H -1.193 1.635 -1.968  C5 1.102
17 H -3.721 -1.332 -1.194  C6 1.081
18 H -2.191 -1.516 -2.186  C6 1.068
19 H -2.922 0.696 -0.406  N7 1.011
20 H 1.274 -0.884 -0.566  N8 1.027
21 H 2.557 -0.273 0.277  N8 1.025
22 H 1.175 -0.646 1.010  N8 1.041
23 H -1.450 3.217 -3.742  O25 0.967
24 H -2.443 2.217 -4.262  O25 0.966
25 O -1.839 2.359 -3.522  H23 0.967, H24 0.966
26 H 0.672 -2.755 2.345  O28 0.966
27 H 0.085 -1.360 2.513  O28 0.988
28 O 0.339 -2.017 1.819  H26 0.966, H27 0.988
29 H -1.356 -3.587 -0.297  O31 0.965
30 H -0.940 -2.308 0.458  O31 0.971
31 O -1.350 -2.624 -0.364  H29 0.965, H30 0.971
32 H 0.007 0.019 4.572  O34 0.965
33 H -0.831 -1.244 4.769  O34 0.965
34 O -0.432 -0.690 4.087  H32 0.965, H33 0.965
35 H 3.224 -1.831 -2.270  O37 0.962
36 H 2.211 -2.881 -1.627  O37 0.960
37 O 2.405 -1.953 -1.779  H35 0.962, H36 0.960

Calculated values
- net charge = +2
- HOMO level (eV) = -17.1
- orbital gap (eV) = 10.80
- energy above the lowest of the compared OMol25 structures with the same formula, charge and spin (eV) = 0.763

natural (NBO) population analysis, charges in e, atoms 1 to 6: -0.0721 -0.7510 -0.0784 -0.4598 -0.2634 0.1773

C5H24NO8 | ωB97M-V with the def2-TZVPD basis set

Each atom is followed by the atoms it is bonded to, with distances in Å.
Positions of all 38 atoms, in Å:
1 C -1.979 0.598 0.509  C2 1.509, H9 1.099, H10 1.085, H11 1.099
2 C -0.846 -0.234 1.060  C1 1.509, C3 1.531, N6 1.505, H12 1.093
3 C -0.251 0.260 2.382  C2 1.531, C4 1.547, H13 1.090, H14 1.098
4 C 0.725 1.441 2.172  C3 1.547, O5 1.391, H15 1.098, H16 1.119
5 O 0.122 2.528 1.548  C4 1.391
6 N -1.283 -1.657 1.275  C2 1.505, C7 1.437, H17 1.012
7 C -1.946 -2.276 0.160  N6 1.437, O8 1.440, H18 1.100, H19 1.090
8 O -1.208 -2.004 -1.046  C7 1.440, H20 0.963
9 H -1.652 1.645 0.441  C1 1.099
10 H -2.350 0.283 -0.461  C1 1.085
11 H -2.710 0.807 1.302  C1 1.099
12 H 0.009 -0.360 0.391  C2 1.093
13 H -1.073 0.537 3.040  C3 1.090
14 H 0.387 -0.552 2.754  C3 1.098
15 H 1.630 1.221 1.590  C4 1.098
16 H 1.084 1.674 3.206  C4 1.119
17 H -1.789 -1.688 2.151  N6 1.012
18 H -2.968 -1.933 -0.055  C7 1.100
19 H -1.929 -3.365 0.212  C7 1.090
20 H -0.646 -1.232 -0.922  O8 0.963
21 H 0.433 2.034 -0.128  O23 1.002
22 H 1.467 1.366 -1.005  O23 0.975
23 O 0.497 1.449 -0.939  H21 1.002, H22 0.975
24 H 3.268 -2.693 -0.638  O26 0.957
25 H 2.932 -2.364 -2.154  O26 0.957
26 O 3.059 -2.010 -1.274  H24 0.957, H25 0.957
27 H 3.112 -0.151 -0.912  O29 0.966
28 H 3.331 1.093 -1.853  O29 0.958
29 O 3.297 0.797 -0.943  H27 0.966, H28 0.958
30 H 0.120 0.759 -2.659  O32 0.967
31 H -0.841 -0.204 -3.599  O32 0.949
32 O -0.009 0.233 -3.460  H30 0.967, H31 0.949
33 H 0.026 -2.263 -2.217  O35 0.967
34 H 1.150 -1.471 -2.723  O35 0.967
35 O 0.786 -2.363 -2.807  H33 0.967, H34 0.967
36 H -2.280 2.504 3.421  O38 0.959
37 H -1.156 2.921 2.326  O38 1.031
38 O -1.894 3.253 2.964  H36 0.959, H37 1.031

Calculated values
- net charge = -1
- HOMO level (eV) = -4.2
- orbital gap (eV) = 6.92
- energy above the lowest of the compared OMol25 structures with the same formula, charge and spin (eV) = 1.412

natural (NBO) population analysis, charges in e, atoms 1 to 6: -0.6830 -0.0582 -0.4325 -0.0397 -0.9533 -0.6717